A 11-piece molecular cluster, C21H41N15O7 overall. Source: OMol25; level of theory: ωB97M-V with the def2-TZVPD basis set.

ORCA input file:
```
! wB97M-V def2-TZVPD RIJCOSX def2/J DEFGRID3
* xyz 1 2
C -0.7239 4.2192 -0.4682
O -0.6820 5.1752 -1.2539
N -1.3850 3.0516 -0.6488
N -0.3793 4.3711 0.7678
H -1.3612 2.9286 -1.6510
H -1.2162 2.3139 0.0201
H -0.1518 5.3131 1.0527
H -0.2203 3.5014 1.2562
C -1.2814 -0.2447 5.0850
O -1.7056 0.7440 4.5694
N -1.9562 -1.3817 5.1855
N -0.1931 -0.2457 5.8276
H -2.8934 -1.3572 4.8096
H -1.4537 -2.1779 5.5509
H 0.2309 0.6587 5.9775
H 0.3799 -1.0437 6.0617
C -1.5268 4.6793 5.1033
O -0.7643 5.6099 4.9385
N -1.3384 3.5153 4.5146
N -2.6920 4.6664 5.5990
H -0.5230 3.3924 3.9313
H -1.8821 2.6699 4.6139
H -3.1327 5.3756 6.1673
H -3.0584 3.7281 5.6721
C -0.2835 1.3867 -4.0347
O -1.3968 1.4626 -3.7521
N 0.6091 0.8212 -3.2848
N 0.2200 1.9034 -5.1291
H 0.2449 0.4508 -2.4186
H 1.5137 0.6027 -3.6773
H -0.3369 2.4273 -5.7890
H 1.2206 1.7707 -5.1665
C 2.8828 -1.6693 -4.0439
O 2.1591 -2.5754 -3.6647
N 4.0623 -1.5601 -3.5182
N 2.5409 -0.8286 -5.0384
H 4.7024 -0.8080 -3.7295
H 4.2100 -2.1436 -2.7071
H 1.7576 -1.1355 -5.5972
H 3.2278 -0.1682 -5.3733
C 0.8052 0.3824 0.3234
C 0.8926 -0.6810 -0.6540
C -0.2200 -1.3793 -1.0395
C -1.4813 -1.0112 -0.4821
C -1.5385 -0.0631 0.5516
C -0.3877 0.6164 1.0062
O -0.3781 1.5049 2.0480
O -0.0826 -2.3478 -1.9902
H 1.6706 0.8687 0.7489
H 1.8464 -0.9080 -1.1069
H -2.3284 -1.5238 -0.9136
H -2.5203 0.1289 0.9585
H -0.7403 1.2022 2.8840
H 0.8076 -2.2581 -2.3380
C 3.5625 1.8349 -1.3368
C 3.8464 2.2725 -2.7213
N 4.0342 2.5144 -3.8033
H 4.2182 2.0980 -0.5067
H 3.5712 0.7701 -1.1042
H 2.6024 2.2953 -1.1039
C -6.1581 -1.2928 -1.0874
C -5.3941 -0.0966 -0.6288
N -4.8176 0.8194 -0.3891
H -5.5128 -2.1446 -0.8726
H -6.4231 -1.2048 -2.1410
H -7.0498 -1.3318 -0.4617
C 4.7711 -3.1675 1.7517
C 4.3863 -1.8398 1.1831
N 4.0695 -0.8232 0.7255
H 4.6814 -3.3594 2.8209
H 5.7850 -3.4567 1.4753
H 4.0818 -3.8501 1.2547
C -1.9295 -4.6261 -3.2823
C -1.9257 -3.5698 -4.2898
N -1.8811 -2.7069 -5.0700
H -1.7604 -5.6408 -3.6427
H -2.7900 -4.4458 -2.6379
H -0.9871 -4.5156 -2.7458
C 0.3625 -2.7446 2.4619
C 0.9552 -3.7178 1.5730
N 1.3534 -4.5241 0.8086
H -0.6850 -2.6985 2.1639
H 0.8068 -1.7566 2.3413
H 0.4573 -3.0218 3.5119
*
```

## Properties
HOMO level (alpha / beta) = -11.34 / -11.24 eV
maximum force = 0.151 Eh/bohr
E_tot = -2172.56837 a.u.
frontier orbital gap (alpha / beta) = 0.2845 / 0.1393 Eh

C21H41N2O2OsP3S as an isolated structure. Source: OMol25; level of theory: ωB97M-V with the def2-TZVPD basis set.

ORCA input file:
```
! wB97M-V def2-TZVPD RIJCOSX def2/J DEFGRID3
* xyz 4 5
P 3.1023 -0.7758 -0.4275
C 3.8061 -0.9126 1.2534
H 4.9033 -0.9311 1.2031
H 3.4079 -1.8153 1.7365
H 3.4684 -0.0332 1.8226
C 3.5749 -2.3293 -1.2562
H 3.5065 -2.1870 -2.3420
H 2.8630 -3.1070 -0.9546
H 4.5949 -2.5991 -0.9633
C 4.3220 0.3774 -1.1625
H 5.3046 -0.1087 -1.1963
H 4.3710 1.2872 -0.5504
H 4.0040 0.6554 -2.1741
P -1.0161 3.2110 -1.2505
C -1.0076 3.6655 0.5123
H -1.3378 4.6975 0.6898
H 0.0028 3.5325 0.9211
H -1.6784 2.9804 1.0498
C 0.0165 4.3981 -2.1600
H -0.0583 4.2209 -3.2416
H 1.0654 4.2930 -1.8548
H -0.3391 5.4116 -1.9306
C -2.6813 3.5553 -1.8843
H -2.7747 4.6264 -2.0998
H -3.4257 3.2605 -1.1374
H -2.8661 2.9907 -2.8055
P -2.2297 -2.3881 -0.3618
C -2.9883 -2.7361 1.2624
H -3.7902 -3.4722 1.1221
H -3.4111 -1.7931 1.6401
H -2.2168 -3.0948 1.9552
C -3.7438 -2.4326 -1.3990
H -4.4534 -3.1483 -0.9642
H -3.4874 -2.7225 -2.4253
H -4.1909 -1.4295 -1.4095
C -1.4928 -3.9858 -0.8511
H -2.3035 -4.6638 -1.1478
H -0.9112 -4.3872 -0.0136
H -0.8215 -3.8009 -1.7016
Os -0.1955 0.5511 -1.7787
C 0.9995 1.2745 -0.3959
O 1.6692 1.7555 0.4409
C -1.7872 0.5748 -0.6184
O -2.7456 0.6256 0.0542
C -1.4031 0.1318 -3.4650
C -0.8396 -1.1157 -3.1693
C 0.5375 -1.2706 -3.0903
C 1.3606 -0.1563 -3.2276
C 0.8210 1.0886 -3.5692
C -0.5684 1.2358 -3.7109
H -2.4784 0.2447 -3.5109
H -1.4833 -1.9801 -3.0212
H 0.9662 -2.2481 -2.8588
H 2.4369 -0.2676 -3.1316
H 1.4789 1.9364 -3.7133
H -0.9929 2.1917 -3.9703
S 0.5528 -1.7684 1.6157
C 0.3739 -1.0073 3.1440
N -0.8285 -0.5479 3.5521
C -1.1054 -0.0565 4.8972
C 0.0795 0.7659 5.3604
C 1.3925 0.0173 5.2062
N 1.4036 -0.8180 4.0001
H -1.5914 -0.7193 2.9077
H -1.2879 -0.8887 5.5912
H -2.0125 0.5497 4.8403
H -0.0512 1.0467 6.4074
H 0.1247 1.6830 4.7630
H 1.5700 -0.6340 6.0746
H 2.2286 0.7286 5.1479
H 2.2873 -1.2328 3.7262
*
```

## Properties
HOMO level (alpha / beta) = -17.67 / -20.13 eV
maximum force = 0.129 Eh/bohr
E_tot = -2596.10191 a.u.
frontier orbital gap (alpha / beta) = 0.2298 / 0.1828 Eh

C21H41N2O6PTa as an isolated structure. Source: OMol25; level of theory: ωB97M-V with the def2-TZVPD basis set.

ORCA input file:
```
! wB97M-V def2-TZVPD RIJCOSX def2/J DEFGRID3
* xyz -1 1
C 0.1007 -3.2189 -2.5570
C 0.0551 -1.9787 -3.4119
O 0.8604 -0.9588 -2.8112
P 0.7680 0.5280 -3.3563
O 2.0541 0.9303 -3.9592
C 0.3665 1.6931 -2.0426
C 0.9628 1.2938 -0.6720
Ta -0.4410 0.3018 0.8327
O -0.2524 -1.5931 0.1183
C -2.3083 0.5556 -0.4811
N -2.2035 -0.3414 -1.6807
C -1.7958 -0.6283 2.4682
C -2.7038 -1.7700 1.9681
C -2.2785 -3.1133 2.5071
O -3.0958 -4.1814 1.9938
C -0.8677 2.3075 1.8638
C -1.7392 3.2613 1.0652
C -1.8728 4.6334 1.6961
N -2.6878 5.5379 1.0137
O -1.3247 4.9642 2.7049
C 1.3360 0.1255 2.2594
C 2.5180 -0.7816 1.9887
C 2.7856 -1.4356 0.7896
C 3.8994 -2.2676 0.6377
C 4.7984 -2.4469 1.6834
C 4.5755 -1.7866 2.8907
C 5.5499 -1.9411 4.0308
C 3.4474 -0.9827 3.0290
O -0.4148 0.5133 -4.4473
C -0.6081 1.7374 -5.1490
C -1.7310 2.5838 -4.5259
H 1.1089 -3.4155 -2.2092
H -0.2158 -4.0798 -3.1429
H -0.5612 -3.1431 -1.7066
H -0.9724 -1.6507 -3.5073
H 0.4240 -2.2201 -4.4071
H -0.6886 1.9445 -2.0016
H 0.8767 2.5801 -2.4135
H 1.2861 2.2199 -0.1901
H 1.8892 0.7547 -0.8529
H 0.1530 -2.1666 0.7795
H -3.2047 0.3076 0.1004
H -2.4669 1.5534 -0.8859
H -2.3746 -1.2992 -1.3998
H -2.9665 -0.1072 -2.3081
H -2.3825 0.1321 2.9772
H -1.1337 -1.0590 3.2238
H -3.7211 -1.6007 2.3194
H -2.7195 -1.8481 0.8812
H -1.2485 -3.3255 2.2199
H -2.3975 -3.1515 3.5825
H -3.2447 -3.9971 1.0647
H 0.1039 2.7770 2.0024
H -1.2894 2.1220 2.8441
H -2.7588 2.8708 1.0602
H -1.3928 3.3774 0.0428
H -2.9953 6.2584 1.6532
H -3.4974 5.0776 0.6159
H 1.7321 1.1350 2.3875
H 0.9484 -0.1380 3.2423
H 2.1273 -1.3002 -0.0540
H 4.0598 -2.7708 -0.3015
H 5.6658 -3.0756 1.5580
H 6.5635 -1.8256 3.6555
H 5.4855 -2.9106 4.5126
H 5.3915 -1.1496 4.7531
H 3.2884 -0.4814 3.9717
H 0.3159 2.3024 -5.2121
H -0.8809 1.4753 -6.1641
H -2.4902 2.7926 -5.2716
H -1.3572 3.5075 -4.1062
H -2.2124 1.9869 -3.7606
*
```

## Properties
HOMO level = -4.84 eV
maximum force = 0.033 Eh/bohr
E_tot = -1784.14227 a.u.
frontier orbital gap = 0.2750 Eh

Which value of E_tot does entry 2 give? -2596.10191 a.u.